[1]
Molecular formula: C17H71NO19S2Si2
Method: DFT, wB97M-V/def2-TZVPD

Output
Gap between HOMO and LUMO = 8.4176 eV

Each line ends with the Mulliken charge.
Atoms and positions in Å:
C  1.68  2.85  1.14  -1.22
C  0.81  4.09  0.98  -0.16
O  -0.38  3.96  0.20  -0.32
C  -0.34  2.99  -0.83  -0.20
C  -1.56  3.12  -1.71  -0.82
O  -2.61  2.34  -1.15  -0.24
C  -3.54  1.78  -2.07  -0.67
Si  -3.57  -0.11  -1.93  0.32
C  -5.16  -0.72  -1.14  -1.00
C  -4.98  -1.46  0.20  1.82
C  -6.11  -2.46  0.43  -1.86
C  -4.89  -0.47  1.35  -1.87
O  -2.29  -0.73  -1.09  0.10
Si  -0.71  -0.56  -1.57  0.25
C  -0.04  -2.15  -2.25  -0.86
C  0.36  -3.20  -1.19  -0.70
C  1.44  -2.75  -0.20  -0.56
S  2.85  -2.05  -1.08  -0.28
C  4.16  -2.15  0.11  -0.32
S  4.35  -3.36  1.19  -0.26
N  5.06  -1.07  -0.07  0.76
C  6.22  -1.50  -0.89  -0.53
C  5.91  -1.51  -2.38  -1.16
C  5.53  -0.50  1.22  -0.68
C  4.40  -0.01  2.11  -1.01
H  2.45  3.09  1.88  0.53
H  2.22  2.61  0.22  0.26
H  1.09  1.98  1.46  0.28
H  1.40  4.93  0.60  0.15
H  0.46  4.40  1.97  0.40
H  -0.33  1.98  -0.40  -0.03
H  0.56  3.12  -1.44  0.34
H  -1.85  4.17  -1.77  0.29
H  -1.32  2.77  -2.72  0.47
H  -4.55  2.14  -1.84  0.35
H  -3.32  2.08  -3.10  0.41
H  -3.53  -0.63  -3.32  -0.25
H  -5.67  -1.37  -1.86  0.42
H  -5.82  0.15  -0.99  0.49
H  -4.03  -2.01  0.16  -0.26
H  -6.95  -1.95  0.91  0.43
H  -5.80  -3.28  1.08  0.43
H  -6.48  -2.89  -0.51  0.37
H  -4.01  0.18  1.29  0.43
H  -4.87  -0.99  2.31  0.41
H  -5.79  0.17  1.35  0.40
H  -0.63  0.50  -2.61  -0.23
H  0.07  -0.15  -0.38  -0.07
H  0.85  -1.88  -2.83  0.55
H  -0.72  -2.61  -2.97  0.51
H  0.68  -4.12  -1.69  0.37
H  -0.52  -3.46  -0.58  0.28
H  1.78  -3.61  0.37  0.27
H  1.06  -2.01  0.51  0.33
H  6.56  -2.49  -0.55  0.34
H  7.02  -0.79  -0.68  0.47
H  5.56  -0.53  -2.70  0.21
H  5.14  -2.25  -2.63  0.27
H  6.81  -1.77  -2.94  0.42
H  6.18  -1.21  1.74  0.49
H  6.15  0.35  0.94  0.44
H  3.56  -0.70  2.15  0.26
H  4.77  0.10  3.13  0.36
H  4.04  0.97  1.78  0.20
O  3.06  -4.44  -3.55  -0.64
H  3.21  -5.38  -3.35  0.35
H  2.92  -4.02  -2.69  0.26
O  -3.72  -4.11  -1.24  -0.67
H  -3.49  -3.20  -1.03  0.29
H  -2.93  -4.47  -1.67  0.27
O  -0.81  7.15  1.20  -0.65
H  -0.70  6.21  1.04  0.29
H  -0.34  7.31  2.03  0.33
O  1.56  -6.06  1.07  -0.64
H  2.46  -5.72  1.03  0.30
H  1.27  -5.87  1.97  0.31
O  8.54  -0.35  2.43  -0.58
H  8.73  -1.25  2.71  0.30
H  9.09  0.20  2.99  0.29
O  -8.55  -2.98  2.54  -0.61
H  -8.84  -3.71  1.99  0.34
H  -8.87  -3.20  3.42  0.27
O  -4.33  -5.00  1.46  -0.62
H  -4.45  -5.95  1.34  0.29
H  -4.01  -4.69  0.60  0.32
O  -10.56  -2.42  0.32  -0.66
H  -10.02  -2.70  -0.42  0.32
H  -9.93  -2.16  1.00  0.35
O  -3.16  -4.53  4.33  -0.66
H  -2.24  -4.51  4.07  0.30
H  -3.62  -4.79  3.52  0.34
O  -1.95  -5.75  6.99  -0.62
H  -1.66  -6.66  6.88  0.31
H  -2.23  -5.46  6.11  0.34
O  2.29  7.14  -0.43  -0.63
H  2.43  8.06  -0.67  0.30
H  1.48  7.17  0.09  0.34
O  3.81  9.93  -0.35  -0.62
H  4.13  10.79  -0.04  0.31
H  4.61  9.48  -0.64  0.30
O  2.08  12.49  -1.11  -0.64
H  2.28  11.55  -1.10  0.32
H  1.84  12.70  -0.20  0.32
O  3.03  -7.37  -3.62  -0.63
H  3.00  -8.29  -3.32  0.29
H  3.05  -7.41  -4.58  0.30
O  4.22  1.79  -0.54  -0.60
H  4.14  0.83  -0.49  0.25
H  4.38  1.98  -1.47  0.23
O  0.38  9.36  -1.09  -0.59
H  -0.34  8.85  -0.70  0.29
H  -0.03  10.11  -1.52  0.29


[2]
Molecular formula: C38H32FeN3O
Method: DFT, wB97M-V/def2-TZVPD

Output
Gap between HOMO and LUMO (alpha / beta) = 3.2190 / 6.3025 eV
Net charge = -1
Multiplicity = 5

Each line ends with the Löwdin spin population.
Atoms and positions in Å:
C  6.05  2.30  0.56  0.00
O  5.13  2.50  -0.54  0.05
C  3.80  2.53  -0.29  0.10
C  2.97  2.95  -1.36  -0.02
C  1.63  3.16  -1.15  0.08
C  1.02  2.88  0.11  0.02
C  -0.34  3.21  0.33  0.39
C  -1.14  2.66  1.37  0.05
C  -2.36  3.27  1.92  0.12
C  -2.84  2.44  3.00  -0.01
C  -1.98  1.26  3.09  0.08
C  -0.98  1.36  2.07  0.03
Fe  -2.76  1.47  1.28  1.79
C  -2.75  0.47  -0.43  0.00
C  -3.50  1.72  -0.53  0.05
C  -4.55  1.70  0.48  0.03
C  -4.44  0.44  1.21  0.00
C  -3.33  -0.32  0.65  0.07
C  1.86  2.35  1.14  0.10
C  3.21  2.19  0.96  -0.01
H  7.03  2.40  0.10  0.00
H  5.90  3.06  1.34  0.00
H  5.93  1.29  0.98  0.00
H  3.43  3.13  -2.32  0.00
H  1.01  3.57  -1.95  0.00
H  -0.81  3.92  -0.35  0.02
H  -2.73  4.24  1.60  0.01
H  -3.66  2.69  3.67  0.00
H  -2.05  0.47  3.84  0.01
H  -0.16  0.68  1.87  0.00
H  -1.96  0.15  -1.10  0.00
H  -3.37  2.48  -1.30  0.01
H  -5.32  2.45  0.61  0.00
H  -5.14  0.08  1.97  0.00
H  -3.06  -1.33  0.91  0.01
H  1.42  2.14  2.12  0.00
H  3.83  1.81  1.78  0.00
C  -1.12  4.46  -6.03  0.00
C  -1.36  3.82  -4.79  0.00
C  -1.26  4.54  -3.60  0.00
C  -1.01  5.92  -3.69  0.01
N  -0.95  6.68  -2.53  0.02
C  -0.74  6.26  -1.27  0.00
N  -0.74  7.43  -0.55  0.03
C  -0.15  7.59  0.71  0.01
C  -0.06  6.47  1.52  0.02
C  0.43  6.61  2.83  0.00
C  0.90  7.86  3.26  0.02
C  0.92  8.96  2.38  0.00
C  0.42  8.81  1.08  0.02
C  -1.19  8.47  -1.39  0.14
C  -1.77  9.70  -0.89  0.11
C  -1.89  10.78  -1.79  0.09
C  -2.37  12.01  -1.33  0.02
C  -2.79  12.15  0.01  0.14
C  -2.76  11.05  0.87  0.02
C  -2.29  9.82  0.42  0.10
N  -1.19  8.05  -2.63  0.20
C  -0.82  6.58  -4.90  0.01
C  -0.83  5.83  -6.07  0.00
H  -1.17  3.87  -6.95  0.00
H  -1.62  2.76  -4.76  0.00
H  -1.39  4.09  -2.61  0.00
H  -0.38  5.51  1.11  0.01
H  0.43  5.75  3.49  0.00
H  1.26  7.99  4.28  0.00
H  1.31  9.93  2.70  0.00
H  0.45  9.64  0.37  0.01
H  -1.58  10.63  -2.83  0.01
H  -2.43  12.85  -2.01  0.00
H  -3.15  13.11  0.37  0.01
H  -3.11  11.14  1.91  0.00
H  -2.31  8.94  1.07  0.01
H  -0.64  7.66  -4.87  0.00
H  -0.61  6.32  -7.02  0.00


[3]
Molecular formula: C48H120O20
Method: DFT, wB97M-V/def2-TZVPD

Output
Gap between HOMO and LUMO = 9.7368 eV

Each line ends with the Mulliken charge.
Atoms and positions in Å:
C  0.25  5.44  2.61  -1.32
C  -0.95  4.85  1.89  0.46
O  -1.92  5.82  1.63  -0.62
H  0.76  6.09  1.92  0.34
H  0.98  4.72  2.92  0.25
H  -0.14  6.12  3.41  0.35
H  -1.38  4.19  2.62  0.13
H  -0.68  4.33  0.99  0.13
H  -2.41  5.59  0.85  0.42
C  3.31  4.65  -0.46  -1.36
C  2.16  4.11  -1.33  -0.03
O  2.59  3.24  -2.37  -0.24
H  3.79  3.87  0.13  0.21
H  3.05  5.52  0.15  0.38
H  4.07  5.00  -1.14  0.37
H  1.55  4.84  -1.83  0.51
H  1.51  3.64  -0.64  0.09
H  2.46  2.30  -2.20  0.04
C  3.54  -0.49  1.10  -1.18
C  2.81  0.39  0.04  0.73
O  3.38  0.25  -1.24  -0.29
H  2.81  -0.57  1.93  -0.07
H  4.43  -0.09  1.51  0.61
H  3.76  -1.51  0.73  0.39
H  2.84  1.44  0.33  0.10
H  1.80  0.07  -0.15  -0.71
H  4.26  0.70  -1.23  0.27
C  -7.86  4.22  2.84  -1.28
C  -6.83  3.10  2.52  -0.10
O  -6.42  3.31  1.18  -0.28
H  -8.62  4.10  2.09  0.31
H  -7.53  5.27  2.83  0.25
H  -8.42  4.10  3.75  0.40
H  -7.46  2.19  2.60  0.28
H  -6.00  2.96  3.19  0.35
H  -5.79  2.63  0.94  0.29
C  -0.87  -2.56  6.68  -0.86
C  -2.16  -2.48  5.84  -0.39
O  -1.89  -1.64  4.75  -0.32
H  -0.67  -1.50  6.87  0.21
H  0.00  -2.86  6.03  0.08
H  -0.87  -3.20  7.57  0.36
H  -3.07  -2.23  6.35  0.48
H  -2.33  -3.51  5.43  0.30
H  -2.75  -1.59  4.31  0.16
C  -0.29  -4.58  -6.83  -1.31
C  0.01  -4.03  -5.43  0.37
O  -1.12  -3.26  -5.08  -0.53
H  -0.58  -3.77  -7.51  0.28
H  -1.04  -5.40  -6.92  0.31
H  0.57  -5.15  -7.31  0.36
H  0.89  -3.36  -5.38  -0.19
H  0.14  -4.81  -4.69  0.27
H  -0.85  -2.37  -5.13  0.30
C  2.78  -8.61  0.38  -1.32
C  1.57  -7.79  0.59  0.32
O  0.40  -8.29  0.01  -0.60
H  2.72  -9.55  0.96  0.30
H  3.67  -8.14  0.80  0.36
H  2.96  -8.79  -0.62  0.38
H  1.67  -6.70  0.41  0.06
H  1.35  -7.81  1.70  0.12
H  -0.16  -7.53  -0.13  0.22
C  -3.52  0.94  2.37  -1.01
C  -3.17  1.57  1.03  1.27
O  -4.35  1.45  0.24  -0.75
H  -3.36  -0.16  2.22  -0.03
H  -4.60  1.02  2.67  0.24
H  -2.79  1.18  3.13  0.38
H  -2.35  0.99  0.51  -0.16
H  -2.93  2.66  1.14  -0.19
H  -4.24  1.78  -0.67  0.09
C  0.69  -4.42  3.78  -1.25
C  1.44  -3.11  3.41  -0.13
O  0.48  -2.18  2.87  0.12
H  0.08  -4.36  4.63  0.30
H  1.50  -5.06  4.06  0.49
H  0.08  -4.90  2.97  0.14
H  2.22  -3.22  2.64  0.35
H  1.85  -2.63  4.32  0.05
H  -0.38  -2.24  3.37  -0.08
C  -4.37  -1.61  -2.29  -1.14
C  -3.31  -2.02  -3.27  0.27
O  -2.80  -3.34  -2.99  -0.39
H  -5.17  -0.96  -2.73  0.39
H  -4.05  -1.08  -1.38  -0.02
H  -4.94  -2.56  -2.07  0.38
H  -2.49  -1.26  -3.26  -0.18
H  -3.80  -1.95  -4.30  0.35
H  -2.24  -3.59  -3.75  0.39
C  6.72  -2.35  3.30  -1.08
C  6.18  -1.63  4.52  -0.17
O  5.50  -0.50  4.10  -0.21
H  7.65  -1.84  2.98  0.29
H  6.05  -2.20  2.44  0.09
H  7.00  -3.34  3.44  0.44
H  7.05  -1.35  5.12  0.29
H  5.56  -2.30  5.11  0.29
H  5.57  0.18  4.83  0.19
C  3.96  -3.47  -3.90  -1.15
C  3.47  -2.08  -4.16  0.57
O  4.33  -1.17  -3.41  -0.58
H  3.26  -4.23  -4.30  0.27
H  3.95  -3.69  -2.81  0.25
H  4.90  -3.64  -4.36  0.38
H  2.43  -1.97  -3.74  -0.46
H  3.48  -1.71  -5.19  0.35
H  4.00  -0.93  -2.50  0.48
C  0.14  0.25  -6.27  -1.54
C  0.54  -0.16  -4.86  0.55
O  -0.01  -1.06  -4.26  0.01
C  1.68  0.63  -4.25  0.27
H  1.00  0.27  -6.92  0.43
H  -0.10  1.33  -6.37  0.30
H  -0.69  -0.31  -6.78  0.33
H  1.75  0.28  -3.19  -0.79
H  1.36  1.69  -4.31  -0.03
H  2.54  0.51  -4.85  0.53
C  1.37  5.51  -4.85  -1.16
C  1.57  4.27  -5.62  1.05
O  0.63  3.67  -6.18  -0.59
C  3.04  3.85  -5.80  -1.10
H  2.01  5.58  -3.99  0.20
H  0.29  5.57  -4.61  0.28
H  1.57  6.38  -5.44  0.46
H  3.61  3.97  -4.87  0.20
H  3.44  4.63  -6.52  0.43
H  3.29  2.88  -6.27  0.27
C  -2.21  -6.49  -1.42  -1.17
C  -2.25  -5.80  -0.08  1.26
O  -1.28  -5.93  0.64  -0.49
C  -3.51  -5.04  0.25  -0.97
H  -2.91  -7.33  -1.38  0.34
H  -1.15  -6.77  -1.56  0.46
H  -2.47  -5.78  -2.26  0.14
H  -4.32  -5.82  0.36  0.45
H  -3.74  -4.20  -0.42  0.04
H  -3.40  -4.63  1.25  0.29
C  5.76  2.86  4.24  -1.03
C  5.16  2.44  5.57  1.06
O  5.35  1.40  6.14  -0.66
C  4.18  3.47  6.24  -0.92
H  6.76  3.34  4.45  0.41
H  5.09  3.53  3.63  0.15
H  6.05  1.97  3.68  0.25
H  4.61  4.51  6.39  0.39
H  3.85  3.00  7.22  0.30
H  3.26  3.58  5.58  0.05
C  -3.64  3.05  -4.50  -1.37
C  -3.11  2.48  -3.19  0.71
O  -3.79  1.61  -2.66  -0.54
C  -1.81  2.97  -2.60  0.43
H  -3.74  4.13  -4.42  0.39
H  -4.67  2.64  -4.69  0.30
H  -2.96  2.85  -5.33  0.34
H  -1.36  2.11  -2.08  -0.20
H  -2.06  3.74  -1.85  0.07
H  -1.17  3.42  -3.44  -0.07
C  0.73  -2.41  -1.43  0.19
C  -0.34  -1.79  -0.56  0.83
O  -0.46  -0.58  -0.45  -0.29
C  -1.25  -2.77  0.20  -0.25
H  1.36  -1.64  -1.85  -1.03
H  0.15  -2.89  -2.32  -0.15
H  1.13  -3.24  -0.84  0.68
H  -2.03  -2.21  0.63  0.06
H  -0.65  -3.38  0.86  0.03
H  -1.68  -3.48  -0.55  -0.36
C  2.00  0.58  5.55  -0.30
C  1.91  1.33  4.24  0.42
O  2.89  1.95  3.86  -0.38
C  0.68  1.24  3.39  -0.03
H  2.05  -0.49  5.30  -0.25
H  1.16  0.70  6.28  0.35
H  2.98  0.85  6.00  0.07
H  0.49  0.20  3.13  -0.47
H  0.88  1.82  2.47  -0.11
H  -0.24  1.58  3.83  0.67
C  -5.24  6.24  0.81  -1.26
C  -4.79  5.49  -0.38  0.89
O  -3.61  5.23  -0.54  -0.65
C  -5.87  5.02  -1.39  -0.92
H  -6.38  6.29  0.86  0.20
H  -4.83  7.23  0.71  0.53
H  -4.80  5.86  1.77  0.27
H  -5.76  5.67  -2.27  0.40
H  -6.88  4.94  -1.01  0.30
H  -5.52  4.03  -1.69  0.08


| no. | electronic energy (eV) |
| --- | --- |
| 1 | -96601.047 |
| 2 | -80824.308 |
| 3 | -92667.359 |